Here is a molecular structure, C18H16FeN2 at a distorted geometry from OMol25. Energies are from ωB97M-V/def2-TZVPD.

Output
- E_LUMO (alpha / beta): 0.1969 / 0.1903 Eh
- Gap between HOMO and LUMO (alpha / beta): 3.77 / 5.63 eV
- Charge: -2
- Multiplicity: 5
- E_HOMO (alpha / beta): 1.59 / -0.46 eV

Each line ends with the natural charge from an NBO analysis.
Geometry (Å):
1 C 3.93769 -0.39991 1.15868  -0.38
2 C 2.92407 -0.66617 2.16497  -0.36
3 C 1.89019 -1.48793 1.55785  -0.36
4 C 2.26310 -1.72817 0.17227  -0.33
5 C 3.53119 -1.05521 -0.07291  -0.35
6 Fe 2.14912 0.20133 0.56251  0.51
7 C 2.46307 1.83688 -0.49702  -0.36
8 C 1.93952 2.15909 0.82276  -0.35
9 C 0.69691 1.45487 1.00362  -0.38
10 C 0.37508 0.74867 -0.24829  -0.17
11 C -0.79991 0.05311 -0.61213  -0.19
12 C -2.06231 0.16432 0.02105  0.02
13 C -2.95603 -0.94691 -0.05433  -0.23
14 C -4.23065 -0.87700 0.48488  -0.22
15 C -4.68817 0.30794 1.08362  -0.30
16 C -3.83362 1.41867 1.15760  -0.23
17 C -2.53416 1.35644 0.66151  -0.26
18 C 1.55266 0.91804 -1.13123  -0.31
19 H 4.87853 0.12085 1.32559  0.21
20 H 2.97972 -0.38549 3.21454  0.21
21 H 1.03533 -1.92183 2.07307  0.22
22 H 1.72609 -2.36248 -0.53137  0.24
23 H 4.11188 -1.10030 -0.99264  0.21
24 H 3.37282 2.24581 -0.93142  0.21
25 H 2.38452 2.85827 1.52761  0.20
26 H -0.00171 1.49951 1.83544  0.22
27 H -0.71386 -0.55787 -1.51592  0.27
28 H -2.59057 -1.85552 -0.54219  0.22
29 H -4.88001 -1.75109 0.43818  0.19
30 H -5.70209 0.36320 1.48569  0.18
31 H -4.18640 2.34549 1.61153  0.18
32 H -1.87127 2.22514 0.71354  0.22
33 H 1.57204 0.49132 -2.13179  0.24
34 N -0.57780 -0.93916 -3.54394  -1.01
35 C -1.58855 -1.67896 -3.85562  0.44
36 N -2.54364 -2.36676 -4.05455  -0.73
37 H -0.02276 -0.68816 -4.36116  0.34

Here is a molecular structure, C18H16N6OS at a distorted geometry from OMol25. Energies are from ωB97M-V/def2-TZVPD.

Output
- E_LUMO: -0.0257 Eh
- ΔE to the lowest compared entry with this formula, charge and spin: 1613.2 kJ/mol
- Gap between HOMO and LUMO: 7.58 eV
- Charge: 0
- Multiplicity: 1
- E_HOMO: -8.28 eV

Each line ends with the natural charge from an NBO analysis.
Geometry (Å):
1 C -0.61728 3.26193 1.85281  -0.59
2 H -0.39705 3.40535 2.83342  0.21
3 H -1.50752 3.67138 1.44993  0.21
4 H 0.11883 3.84159 1.21768  0.19
5 C -0.43871 1.60918 1.28503  -0.22
6 N -0.66053 1.46498 0.07538  -0.41
7 C -1.86605 1.49058 -0.50878  0.01
8 N -1.58802 1.46632 -2.07398  -0.21
9 N -0.30927 1.30020 -2.21716  -0.20
10 C 0.36777 1.28783 -0.95919  0.28
11 C 1.69570 1.31788 -0.73402  -0.25
12 C 2.13416 0.34806 0.12304  -0.14
13 C 3.63152 -0.11103 0.20500  0.00
14 N 4.50284 0.76009 -0.43345  -0.37
15 C 4.00814 1.46094 -1.53989  0.03
16 C 2.60039 1.70324 -1.47590  -0.14
17 H 2.36026 2.22746 -2.33225  0.22
18 H 4.73011 1.88213 -1.96249  0.19
19 H 4.13332 -0.48627 0.99798  0.20
20 H 1.54094 -0.25009 0.98865  0.24
21 S -3.38965 1.70682 0.00535  0.40
22 C -4.04846 0.15084 -0.29754  -0.60
23 C -2.76714 -0.76029 -0.38387  0.48
24 N -2.23113 -1.05624 0.84885  -0.44
25 C -1.02237 -1.68806 0.42044  0.12
26 C -0.26321 -2.05728 1.85887  -0.15
27 C 0.84052 -2.97992 1.87545  -0.24
28 C 1.40311 -3.13710 0.66094  -0.18
29 C 0.63435 -3.12900 -0.39086  -0.19
30 C -0.45002 -2.41728 -0.45828  -0.19
31 C -1.17991 -2.04105 -1.83862  0.67
32 O -0.90691 -2.59466 -3.00347  -0.61
33 N -2.30953 -1.33299 -1.61364  -0.63
34 H -2.83184 -1.23929 -2.51608  0.45
35 H 1.07002 -3.53823 -1.43098  0.25
36 H 2.33435 -3.64908 0.75327  0.21
37 H 1.37365 -2.95752 2.63921  0.19
38 H -0.77278 -1.65949 3.04248  0.22
39 H -4.38680 0.19756 -1.42819  0.22
40 H -4.79635 -0.10839 0.37395  0.26
41 H 0.61397 1.39050 1.90189  0.27
42 H -1.35339 1.24842 2.18902  0.25

Here is 2 unconnected molecules or ions with the total composition C18H16N8O5 at a distorted geometry from OMol25. Energies are from ωB97M-V/def2-TZVPD.

Output
- E_LUMO: -0.0797 Eh
- Gap between HOMO and LUMO: 5.56 eV
- Charge: 0
- Multiplicity: 1
- E_HOMO: -7.73 eV

Each line ends with the natural charge from an NBO analysis.
Geometry (Å):
1 H 7.77240 -4.01543 -0.31815  0.20
2 C 9.14757 -4.70890 -0.05420  -0.13
3 H 8.77081 -5.69163 -0.34225  0.27
4 C 9.94800 -3.99582 -1.01256  -0.22
5 C 11.13548 -3.44034 -0.61612  0.08
6 N 11.44991 -3.29387 0.69928  -0.29
7 C 12.55313 -2.42410 1.11965  -0.23
8 C 12.01599 -1.04827 1.45257  -0.06
9 C 11.51501 -0.82598 2.74010  -0.22
10 C 10.78870 0.32987 2.99852  -0.20
11 C 10.56408 1.23919 1.96993  -0.14
12 C 11.08061 1.03571 0.69324  -0.20
13 C 11.83585 -0.10217 0.43218  -0.20
14 C 10.58753 -3.74128 1.64046  0.15
15 C 9.52647 -4.55783 1.32925  -0.18
16 C 8.96061 -5.31314 2.51424  0.65
17 N 7.92509 -6.15918 2.31341  -0.80
18 O 9.49412 -5.16414 3.61336  -0.62
19 H 9.71510 -4.00637 -2.08904  0.26
20 H 11.85759 -3.01165 -1.30891  0.23
21 H 12.98872 -2.88908 2.00851  0.23
22 H 13.27244 -2.39146 0.29523  0.23
23 H 11.72542 -1.57779 3.51081  0.21
24 H 10.39970 0.48025 4.00037  0.22
25 H 9.96369 2.11078 2.16500  0.22
26 H 10.89991 1.73763 -0.11191  0.23
27 H 12.30704 -0.29037 -0.53982  0.21
28 H 10.82799 -3.42616 2.65085  0.26
29 H 7.25619 -6.01196 1.59724  0.42
30 H 7.48372 -6.51303 3.15627  0.41
31 O 4.95852 -1.49319 -5.08917  -0.36
32 N 4.71198 -2.52862 -4.44559  0.50
33 O 3.86392 -3.37586 -4.84184  -0.43
34 C 5.37116 -2.84310 -3.20704  -0.10
35 C 5.26269 -4.11968 -2.61339  -0.10
36 C 5.80372 -4.41123 -1.37613  -0.06
37 N 5.41095 -5.47236 -0.52551  0.49
38 O 4.64970 -6.37303 -0.90439  -0.40
39 O 5.86211 -5.38917 0.65742  -0.54
40 C 6.77919 -3.56516 -0.61814  -0.17
41 N 6.96184 -2.36325 -1.39860  -0.20
42 N 7.78980 -1.35675 -1.01215  -0.13
43 N 7.58205 -0.35023 -1.85521  -0.06
44 N 6.64379 -0.65479 -2.75294  -0.27
45 C 6.26838 -1.93516 -2.49904  0.31
46 H 4.74460 -4.89905 -3.17643  0.28
47 H 6.38180 -3.26895 0.39241  0.24

Here is a molecular structure, C18H16N8S3SbSe3TeTi at a distorted geometry from OMol25. Energies are from ωB97M-V/def2-TZVPD.

Output
- E_LUMO (alpha / beta): 0.1494 / 0.1167 Eh
- ΔE to the lowest compared entry with this formula, charge and spin: 96.9 kJ/mol
- Gap between HOMO and LUMO (alpha / beta): 4.67 / 4.61 eV
- Charge: -2
- Multiplicity: 4
- E_HOMO (alpha / beta): -0.61 / -1.44 eV

Each line ends with the natural charge from an NBO analysis.
Geometry (Å):
1 Ti 0.37536 -0.40184 -0.23503  1.02
2 N -1.08505 3.05147 3.21290  -0.59
3 C -0.32403 2.81046 2.10515  0.35
4 N -0.72333 2.19844 1.06424  -0.48
5 C -2.01495 1.69523 1.02225  0.35
6 N -2.44816 1.04838 -0.00585  -0.29
7 N -1.47204 0.73979 -0.91375  -0.39
8 C -1.89262 0.45057 -2.12764  0.01
9 C -0.94233 -0.05008 -3.02616  0.09
10 C -1.20323 -0.28821 -4.39744  -0.22
11 C -0.20098 -0.68930 -5.22914  -0.22
12 C 1.10734 -0.84171 -4.69788  -0.35
13 C 1.28977 -0.62725 -3.35670  0.09
14 N 0.31475 -0.28459 -2.49541  -0.62
15 C -2.88447 1.85849 2.19349  -0.13
16 C -4.15254 1.28895 2.28254  -0.13
17 C -4.91364 1.43770 3.42670  -0.24
18 C -4.40520 2.14623 4.51190  -0.19
19 C -3.13911 2.69626 4.45413  -0.28
20 C -2.37718 2.54429 3.29938  0.26
21 H -0.64771 3.43533 4.03134  0.40
22 H 0.69537 3.18537 2.14414  0.20
23 H -2.93083 0.61075 -2.39857  0.19
24 H -2.20983 -0.12881 -4.76561  0.20
25 H -0.39619 -0.86673 -6.28006  0.19
26 H 1.94960 -1.11043 -5.31997  0.20
27 H 2.27985 -0.72052 -2.92536  0.20
28 H -4.49959 0.70497 1.44128  0.24
29 H -5.88880 0.97284 3.49273  0.20
30 H -4.99042 2.24683 5.41798  0.20
31 H -2.72240 3.22326 5.30550  0.20
32 S -1.66788 -2.24193 3.88922  -0.98
33 Sb -0.10494 -2.58670 2.24776  0.92
34 S 1.05255 -0.31679 2.02482  -0.85
35 S -1.22586 -2.21082 0.09914  -0.84
36 Se 3.40843 1.86768 1.06633  0.11
37 Se 4.86426 3.53383 0.94396  -0.30
38 Te 1.75427 4.20333 -1.65196  -0.45
39 Se 2.05129 1.83410 -0.94451  -0.15
40 N 5.38344 -2.93164 0.03730  -0.80
41 C 4.10406 -2.99748 -0.48568  0.34
42 C 3.16597 -1.99505 -0.20038  -0.01
43 N 1.95408 -2.04611 -0.71879  -0.43
44 C 1.63754 -3.06766 -1.52665  -0.02
45 C 2.57924 -4.03526 -1.79809  0.00
46 N 3.81153 -4.01320 -1.28254  -0.45
47 H 5.48268 -2.37654 0.87156  0.39
48 H 5.85849 -3.81846 0.06859  0.38
49 H 3.38053 -1.17163 0.47036  0.24
50 H 0.62385 -3.09451 -1.89770  0.25
51 H 2.33904 -4.87131 -2.44380  0.19

Here is a molecular structure, C18H16NO5STa from OMol25. Energies are from ωB97M-V/def2-TZVPD.

Output
- E_LUMO: -0.3089 Eh
- ΔE to the lowest compared entry with this formula, charge and spin: 0.0 kJ/mol
- Gap between HOMO and LUMO: 7.12 eV
- Charge: +2
- Multiplicity: 1
- E_HOMO: -15.53 eV

Each line ends with the natural charge from an NBO analysis.
Geometry (Å):
1 Ta 0.31125 0.41784 -0.10108  2.32
2 O -3.06903 2.08992 0.41374  -0.37
3 C -2.21107 1.56856 1.00198  0.80
4 O -0.82666 1.71260 0.49676  -0.78
5 C -2.18493 0.70704 2.23689  -0.35
6 C -0.85861 0.89000 3.01191  0.09
7 C -0.98017 0.29848 4.40964  -0.43
8 C -0.95284 -1.21982 4.12054  -0.44
9 C -0.81989 -1.25338 2.60440  0.09
10 O 0.00460 -0.07127 2.31381  -0.60
11 C -2.14969 -0.84800 1.93375  -0.34
12 C -2.12095 -1.17882 0.46144  0.78
13 O -2.98892 -1.46294 -0.27150  -0.39
14 O -0.77589 -1.08737 -0.03372  -0.80
15 H -3.06617 0.96842 2.81908  0.30
16 H -0.42918 1.88499 2.95519  0.24
17 H -1.89074 0.62840 4.90516  0.25
18 H -0.13683 0.60610 5.02381  0.25
19 H -1.84939 -1.73851 4.45322  0.25
20 H -0.09647 -1.70204 4.58618  0.25
21 H -0.35329 -2.13952 2.18802  0.25
22 H -3.02029 -1.34104 2.36017  0.29
23 C 2.92822 0.98382 2.13554  -0.69
24 C 3.36768 0.51090 0.78562  0.34
25 C 4.69805 0.16778 0.55208  -0.27
26 C 5.09561 -0.27649 -0.68450  0.00
27 C 4.17521 -0.31291 -1.75338  -0.10
28 C 4.53897 -0.69526 -3.06193  -0.12
29 C 3.62004 -0.64872 -4.07641  -0.16
30 C 2.31930 -0.18597 -3.82679  -0.12
31 C 1.94287 0.21208 -2.56133  -0.21
32 S 0.36214 1.00490 -2.32665  0.09
33 C 2.85927 0.11233 -1.49343  0.16
34 N 2.45386 0.44391 -0.20634  -0.66
35 H 3.79418 1.12838 2.77564  0.27
36 H 2.26184 0.27152 2.62064  0.26
37 H 2.40886 1.94390 2.05573  0.24
38 H 5.40495 0.23820 1.36604  0.26
39 H 6.12314 -0.57381 -0.85516  0.26
40 H 5.55726 -1.00895 -3.25180  0.25
41 H 3.89590 -0.93709 -5.08078  0.26
42 H 1.61301 -0.10766 -4.64339  0.26

Here is a molecular structure, C18H17AlClN2O4S at a distorted geometry from OMol25. Energies are from ωB97M-V/def2-TZVPD.

Output
- E_LUMO: 0.0311 Eh
- Gap between HOMO and LUMO: 5.63 eV
- Charge: -1
- Multiplicity: 1
- E_HOMO: -4.78 eV

Each line ends with the natural charge from an NBO analysis.
Geometry (Å):
1 S 5.31269 0.56706 -0.09962  -0.73
2 Al 4.35507 -0.95528 -1.58228  1.32
3 Cl 5.06855 -3.06944 -1.19177  -0.63
4 C 2.29946 -0.70354 -1.33232  -0.49
5 C 1.43621 -1.91512 -0.64206  -0.26
6 C -0.17053 -1.66749 -0.41306  -0.24
7 C -0.85701 -0.22384 -0.86979  -0.28
8 C 0.03505 0.95370 -1.58079  -0.26
9 C 1.66326 0.74250 -1.83004  -0.27
10 H 4.45638 1.70440 -0.24982  0.16
11 H 4.78637 -0.59789 -3.08227  -0.42
12 H 2.00010 -2.89198 -0.32005  0.24
13 H -0.77369 -2.54496 0.11190  0.21
14 H -2.01793 -0.04936 -0.66411  0.23
15 H -0.42940 1.98884 -1.90084  0.20
16 H 2.32334 1.59758 -2.31244  0.22
17 C -3.22278 -6.77388 2.91413  -0.18
18 C -3.08266 -6.71056 1.52686  -0.21
19 C -3.22984 -5.49082 0.86356  -0.18
20 C -3.51408 -4.33462 1.60327  0.03
21 C -3.66287 -4.39668 2.99520  -0.18
22 C -3.51622 -5.62272 3.64713  -0.21
23 N -3.64476 -3.04498 0.91464  0.51
24 O -3.52500 -3.03455 -0.31956  -0.36
25 O -3.86308 -2.04030 1.60674  -0.37
26 H -3.10154 -7.72623 3.42750  0.22
27 H -2.85541 -7.61235 0.96235  0.22
28 H -3.11754 -5.45813 -0.21795  0.25
29 H -3.88835 -3.50806 3.58107  0.25
30 H -3.62683 -5.68072 4.72771  0.22
31 C -0.53338 5.99659 -1.01911  -0.18
32 C 0.06596 4.93714 -1.70212  -0.21
33 C 1.41764 4.65054 -1.50160  -0.19
34 C 2.16197 5.43212 -0.60724  0.09
35 C 1.56472 6.50111 0.07394  -0.21
36 C 0.21287 6.77985 -0.13694  -0.22
37 N 3.57694 5.12000 -0.37291  0.50
38 O 4.07365 4.17840 -1.00881  -0.35
39 O 4.19251 5.81278 0.45000  -0.38
40 H -1.58902 6.21268 -1.17448  0.21
41 H -0.52188 4.33217 -2.38915  0.22
42 H 1.86993 3.82146 -2.04142  0.26
43 H 2.13181 7.11889 0.76712  0.25
44 H -0.26068 7.60566 0.38940  0.22

no.,E (hartree)
1,-2068.4915
2,-1496.9186
3,-1509.4650
4,-10890.4043
5,-1581.2296
6,-2207.1053